[1]
Molecular formula: C11H25BrF6INO7P3S2
Method: DFT, ωB97M-V/def2-TZVPD

CARTESIAN COORDINATES (ANGSTROEM)
C 3.04 0.76 1.90
C 1.82 -0.08 1.58
O 2.03 -0.63 0.28
C 1.03 -1.38 -0.34
O -0.01 -1.58 0.58
C -1.40 -1.53 0.21
C -1.73 -0.40 -0.78
C -1.16 0.96 -0.41
C -1.63 2.03 -1.40
S -0.72 3.55 -1.14
O -1.61 4.64 -1.37
O -0.05 3.44 0.11
O 0.34 3.60 -2.32
P -2.35 -3.05 -0.35
C -1.62 -4.61 0.21
C -2.66 -3.09 -2.16
P -2.21 -1.22 1.86
O -1.34 -0.12 2.60
O -3.59 -0.48 1.51
S -2.45 -2.80 2.94
C 1.66 -2.70 -0.88
C 0.82 -3.33 -1.99
Br 2.03 -3.91 0.56
N 2.97 -2.27 -1.45
I 4.37 -3.71 -1.73
H 3.00 1.73 1.40
H 3.94 0.23 1.59
H 3.10 0.92 2.97
H 0.94 0.56 1.61
H 1.72 -0.87 2.33
H 0.74 -0.81 -1.23
H -1.31 -0.68 -1.76
H -2.81 -0.35 -0.94
H -1.50 1.27 0.57
H -0.08 0.94 -0.40
H -2.66 2.31 -1.19
H -1.56 1.71 -2.44
H 0.62 2.71 -2.59
H -0.96 -4.41 1.05
H -1.12 -5.20 -0.56
H -2.44 -5.21 0.61
H -1.86 -3.47 -2.80
H -2.96 -2.10 -2.50
H -3.52 -3.73 -2.29
H -1.75 0.76 2.65
H -4.23 -1.18 1.28
H 1.48 -3.61 -2.81
H 0.28 -4.21 -1.68
H 0.13 -2.58 -2.39
H 2.80 -1.83 -2.35
F 3.34 7.07 2.82
P 2.06 6.43 1.98
F 2.07 7.86 1.15
F 1.26 5.17 1.28
F 1.94 5.53 3.38
F 3.22 5.97 0.88
F 0.55 6.98 2.38

Summary:
strongest force on any atom = 0.034 hartree/bohr
electronic energy = -171626.05527 eV
total charge = -1
LUMO energy = 0.04461 Ha
highest occupied orbital energy = -6.6 eV
orbital gap = 7.808 eV

Atom charges from the Mulliken analysis, given in e for atoms 1 to 2: atom 1 (C): -1.49, atom 2 (C): 0.36

[2]
Molecular formula: C24H39ClKN6O7P
Method: DFT, ωB97M-V/def2-TZVPD

CARTESIAN COORDINATES (ANGSTROEM)
K -0.61 0.33 -0.84
C -4.35 0.98 -0.91
C -3.91 1.90 0.24
N -2.46 2.08 0.35
C -1.97 3.38 -0.08
C -2.14 3.64 -1.58
N -1.58 2.59 -2.41
C -1.75 2.83 -3.85
C -1.97 1.56 -4.68
C -0.84 0.52 -4.65
N -0.81 -0.31 -3.45
C -1.68 -1.48 -3.43
C -3.03 -1.27 -2.75
N -2.90 -1.03 -1.31
C -4.13 -0.52 -0.69
H -3.84 1.30 -1.82
H -5.42 1.15 -1.06
H -4.29 1.49 1.18
H -4.40 2.87 0.11
H -2.16 1.92 1.30
H -0.91 3.44 0.19
H -2.48 4.21 0.44
H -1.72 4.64 -1.79
H -3.21 3.70 -1.80
H -0.60 2.48 -2.21
H -0.90 3.39 -4.26
H -2.63 3.46 -3.98
H -2.10 1.88 -5.71
H -2.91 1.10 -4.37
H 0.12 1.04 -4.73
H -0.95 -0.11 -5.55
H 0.14 -0.59 -3.23
H -1.14 -2.27 -2.91
H -1.87 -1.85 -4.45
H -3.66 -2.14 -2.97
H -3.54 -0.41 -3.18
H -2.61 -1.89 -0.85
H -4.07 -0.72 0.38
H -5.00 -1.07 -1.07
O 1.24 -4.81 -0.60
C 2.17 -4.77 0.34
O 2.59 -5.77 0.88
C 2.71 -3.42 0.70
C 3.58 -3.20 1.76
Cl 4.31 -4.28 2.84
N 3.85 -1.87 1.80
N 3.22 -1.21 0.81
C 2.52 -2.12 0.15
C 1.64 -1.63 -0.99
O 0.78 -2.45 -1.42
O 1.77 -0.46 -1.35
C 4.69 -1.14 2.68
C 5.62 -0.27 2.13
C 6.43 0.47 2.97
C 6.32 0.34 4.35
C 5.38 -0.53 4.89
C 4.55 -1.27 4.06
H 1.00 -3.89 -0.94
H 5.69 -0.19 1.06
H 7.16 1.15 2.55
H 6.96 0.92 5.00
H 5.28 -0.62 5.96
H 3.81 -1.93 4.47
C -1.44 0.42 4.21
O -0.81 1.04 3.10
P 0.43 0.20 2.41
O -0.42 -0.86 1.50
C -0.40 -2.24 1.86
O 0.69 1.29 1.25
C 2.01 1.87 1.17
H -2.25 -0.25 3.89
H -1.86 1.20 4.84
H -0.73 -0.16 4.80
H -1.37 -2.53 2.26
H 0.37 -2.45 2.61
H -0.18 -2.83 0.97
H 2.33 2.23 2.15
H 1.94 2.71 0.49
H 2.72 1.14 0.79

Summary:
strongest force on any atom = 0.010 hartree/bohr
electronic energy = -86933.74174 eV
LUMO energy = 0.00528 Ha
highest occupied orbital energy = -8.6 eV
orbital gap = 8.779 eV
energy above the lowest of the compared OMol25 structures with the same formula, charge and spin = 0.243 eV

Atom charges from the Mulliken analysis, given in e for atoms 1 to 2: atom 1 (K): 1.39, atom 2 (C): 0.12

[3]
Molecular formula: C50H30Cl4IrN6O
Method: DFT, ωB97M-V/def2-TZVPD

CARTESIAN COORDINATES (ANGSTROEM)
Ir 0.20 0.42 0.01
Cl 5.11 -1.79 7.76
C 4.19 -1.43 6.33
C 3.64 -2.48 5.60
C 2.90 -2.19 4.46
C 2.71 -0.87 4.05
C 3.27 0.16 4.80
C 4.01 -0.12 5.95
C 1.94 -0.56 2.81
C 0.55 -0.75 2.83
C -0.12 -1.31 3.93
C -1.36 -1.68 3.48
C -1.44 -1.31 2.12
C -2.63 -1.74 1.36
C -3.14 -3.06 1.75
C -4.46 -3.29 2.15
C -4.91 -4.56 2.48
C -4.03 -5.63 2.40
Cl -4.59 -7.22 2.79
C -2.71 -5.43 2.04
C -2.27 -4.16 1.73
C -2.54 -0.44 -0.87
N -1.72 0.74 -0.62
C -2.14 1.73 -1.40
C -1.43 2.88 -1.78
C -2.20 3.98 -2.43
C -2.04 4.27 -3.78
C -2.80 5.26 -4.38
C -3.72 5.97 -3.63
Cl -4.67 7.21 -4.38
C -3.90 5.69 -2.28
C -3.14 4.70 -1.69
C -0.04 2.90 -1.78
C 0.78 3.86 -2.44
C 2.06 3.36 -2.45
C 2.02 2.13 -1.75
N 0.77 1.85 -1.33
C 3.21 1.36 -1.40
C 3.26 0.58 -0.29
C 4.47 0.10 0.35
C 4.13 -0.32 1.58
C 2.69 -0.20 1.69
N 2.18 0.30 0.54
C 4.44 1.66 -2.19
C 4.49 1.31 -3.54
C 5.61 1.60 -4.31
C 6.68 2.25 -3.72
Cl 8.08 2.61 -4.68
C 6.65 2.62 -2.39
C 5.53 2.32 -1.63
C -3.33 1.31 -2.15
C -3.48 0.00 -1.98
N -0.31 -0.68 1.73
H 3.80 -3.50 5.91
H 2.47 -2.99 3.88
H 3.13 1.19 4.49
H 4.44 0.68 6.53
H 0.30 -1.46 4.91
H -2.15 -2.17 4.04
H -5.14 -2.45 2.25
H -5.93 -4.72 2.80
H -2.03 -6.28 2.00
H -1.23 -4.00 1.46
H -1.32 3.71 -4.37
H -2.68 5.49 -5.43
H -4.62 6.26 -1.71
H -3.27 4.48 -0.64
H 0.43 4.79 -2.85
H 2.94 3.81 -2.87
H 5.46 0.12 -0.09
H 4.78 -0.70 2.35
H 3.65 0.81 -3.99
H 5.65 1.32 -5.35
H 7.50 3.14 -1.95
H 5.49 2.63 -0.59
H -3.89 1.95 -2.82
H -4.20 -0.62 -2.48
O 0.68 -1.98 -1.40
C -0.16 -1.21 -1.00
N -1.17 -3.57 -2.20
C -2.02 -2.71 -1.68
C -3.41 -3.16 -1.63
C -4.52 -2.64 -1.02
C -4.60 -1.57 -0.14
C -3.38 -0.87 0.38
N -1.58 -1.50 -1.25
H -1.49 -4.50 -2.44
H -0.18 -3.33 -2.18
H -3.56 -4.07 -2.20
H -5.45 -3.16 -1.25
H -5.58 -1.23 0.17
H -3.67 0.07 0.87

Summary:
strongest force on any atom = 0.011 hartree/bohr
electronic energy = -116247.14092 eV
total charge = +1
LUMO energy (alpha / beta) = -0.10762 / -0.18369 Ha
<S²> = 6.0791
highest occupied orbital energy (alpha / beta) = -8.3 / -10.6 eV
orbital gap (alpha / beta) = 5.370 / 5.562 eV
2S+1 = 5

Atom charges from the Mulliken analysis, given in e for atoms 1 to 2: atom 1 (Ir): 1.52, atom 2 (Cl): -0.20

[4]
Molecular formula: C38H105N9O11
Method: DFT, ωB97M-V/def2-TZVPD

CARTESIAN COORDINATES (ANGSTROEM)
C 1.73 -4.08 2.88
O 0.37 -3.80 2.67
C -0.46 -4.92 2.39
C -1.83 -4.47 2.09
C -1.82 -3.50 0.90
N -2.55 -3.82 3.22
H 1.91 -4.98 3.42
H 2.06 -3.23 3.52
H 2.37 -4.05 1.99
H 0.00 -5.38 1.47
H -0.37 -5.65 3.22
H -2.40 -5.35 1.89
H -1.21 -2.64 1.17
H -2.85 -3.14 0.83
H -1.54 -4.00 -0.03
H -1.92 -3.11 3.53
H -2.63 -4.47 3.98
C -1.06 5.75 -1.49
O 0.12 5.01 -1.52
C 0.73 4.88 -0.26
C 1.82 3.84 -0.35
C 2.63 3.74 0.93
N 2.72 3.82 -1.49
H -1.25 5.98 -2.52
H -0.92 6.64 -0.82
H -1.96 5.30 -1.02
H 1.11 5.81 0.11
H 0.00 4.62 0.52
H 1.25 2.90 -0.45
H 3.12 2.79 1.03
H 1.98 4.00 1.75
H 3.47 4.46 0.69
H 2.19 3.91 -2.36
H 3.43 4.53 -1.41
C -8.10 -5.24 -3.65
O -6.88 -5.33 -3.04
C -6.65 -4.34 -2.02
C -5.65 -3.28 -2.55
C -4.32 -4.01 -2.62
N -5.60 -1.97 -1.89
H -8.88 -5.51 -2.94
H -8.05 -5.97 -4.46
H -8.17 -4.23 -3.97
H -7.59 -3.75 -1.81
H -6.26 -4.74 -1.07
H -5.99 -3.00 -3.54
H -4.41 -5.00 -3.10
H -3.91 -4.22 -1.61
H -3.69 -3.32 -3.23
H -6.51 -1.61 -1.66
H -5.03 -1.94 -1.07
C -2.00 3.36 -3.76
O -2.64 2.60 -2.77
C -4.07 2.60 -2.90
C -4.71 2.92 -1.54
C -4.06 2.17 -0.37
N -6.19 2.75 -1.61
H -1.03 3.42 -3.33
H -2.54 4.28 -3.84
H -2.03 3.01 -4.79
H -4.35 3.38 -3.60
H -4.51 1.61 -3.24
H -4.61 4.00 -1.40
H -4.07 1.09 -0.58
H -4.56 2.39 0.54
H -3.04 2.49 -0.20
H -6.45 1.81 -1.29
H -6.73 3.37 -1.06
C 4.90 -1.44 -5.09
O 4.77 -1.58 -3.68
C 5.60 -0.65 -3.03
C 5.45 -0.86 -1.51
C 4.25 -0.09 -0.91
N 6.72 -0.46 -0.87
H 4.81 -0.35 -5.40
H 4.19 -2.01 -5.63
H 5.91 -1.84 -5.38
H 6.70 -0.82 -3.28
H 5.32 0.35 -3.28
H 5.23 -1.91 -1.37
H 3.32 -0.47 -1.43
H 4.38 0.95 -1.19
H 4.24 -0.14 0.18
H 6.58 -0.25 0.11
H 7.42 -1.14 -1.01
C 1.18 0.90 -3.97
O 0.66 -0.40 -3.90
C 0.45 -1.03 -5.22
C -0.81 -0.44 -5.87
C -2.08 -0.91 -5.16
N -0.80 -0.93 -7.28
H 1.80 1.13 -3.11
H 0.41 1.66 -4.13
H 1.75 0.87 -4.89
H 1.28 -0.84 -5.91
H 0.45 -2.12 -5.09
H -0.66 0.66 -5.81
H -2.21 -2.00 -5.23
H -2.92 -0.37 -5.56
H -1.97 -0.70 -4.11
H -0.21 -0.35 -7.84
H -1.70 -0.88 -7.72
C 5.19 -1.91 2.72
O 5.66 -0.59 2.59
C 4.72 0.41 2.88
C 5.50 1.61 3.57
C 6.69 2.02 2.64
N 5.95 1.33 4.96
H 4.90 -2.04 3.77
H 5.98 -2.62 2.57
H 4.38 -2.10 2.04
H 4.12 0.74 1.97
H 3.92 -0.02 3.57
H 4.76 2.43 3.59
H 7.18 1.04 2.49
H 7.38 2.70 3.15
H 6.32 2.47 1.76
H 5.05 1.20 5.40
H 6.38 0.41 4.86
C -3.66 0.75 3.54
O -2.96 0.20 4.58
C -1.64 -0.01 4.30
C -0.94 -0.78 5.40
C -0.66 0.06 6.62
N 0.34 -1.26 4.94
H -4.65 1.12 3.78
H -3.76 -0.05 2.78
H -3.13 1.62 3.15
H -1.49 -0.57 3.35
H -1.14 0.98 4.18
H -1.56 -1.69 5.60
H 0.06 0.85 6.37
H -0.22 -0.52 7.42
H -1.45 0.69 7.01
H 0.95 -0.47 4.63
H 0.17 -1.86 4.11
C -2.08 -0.68 -1.13
O -1.14 -0.32 -0.11
C 0.18 -0.02 -0.62
C 1.17 0.23 0.53
C 1.63 -1.12 1.09
N 0.60 1.13 1.63
H -3.06 -0.78 -0.64
H -1.77 -1.61 -1.65
H -2.19 0.13 -1.91
H 0.50 -0.80 -1.31
H 0.15 0.93 -1.14
H 1.97 0.89 0.20
H 2.03 -1.77 0.32
H 0.82 -1.54 1.67
H 2.46 -1.00 1.83
H -0.33 0.87 1.98
H 0.44 2.09 1.27
O 0.18 3.62 3.51
C 0.65 3.37 4.84
C 1.96 2.55 4.81
O 1.77 1.25 4.23
H -0.78 3.51 3.39
H 0.77 4.34 5.24
H -0.07 2.80 5.38
H 2.28 2.55 5.84
H 2.69 3.19 4.29
H 1.46 1.33 3.26

Summary:
strongest force on any atom = 0.069 hartree/bohr
electronic energy = -77035.20106 eV
LUMO energy = 0.01458 Ha
SMILES = COC[C@H](C)N.COC[C@H](C)N.COC[C@H](C)N.COC[C@H](C)N.COC[C@H](C)N.COC[C@H](C)N.COC[C@H](C)N.COC[C@H](C)N.COC[C@H](C)N.OCCO
highest occupied orbital energy = -8.7 eV
orbital gap = 9.132 eV
energy above the lowest of the compared OMol25 structures with the same formula, charge and spin = 2.403 eV

Atom charges from the Mulliken analysis, given in e for atoms 1 to 2: atom 1 (C): -0.93, atom 2 (O): -0.04